Record 1
{
  "formula": "C16H48N7O2P3",
  "method": "wB97M-V/def2-TZVPD",
  "e_homo_ev": -8.02,
  "smiles": "CN(C)P(=O)(N(C)C)N(C)C.CN(C)P(=O)(N(C)C)N(C)C.NCCCCP",
  "mol_weight_da": 463.53,
  "homo_lumo_gap_ev": 7.33,
  "lumo_energy_ev": -0.69,
  "species": ["C", "N", "C", "P", "O", "N", "C", "C", "N", "C", "C", "H", "H", "H", "H", "H", "H", "H", "H", "H", "H", "H", "H", "H", "H", "H", "H", "H", "H", "C", "N", "C", "P", "O", "N", "C", "C", "N", "C", "C", "H", "H", "H", "H", "H", "H", "H", "H", "H", "H", "H", "H", "H", "H", "H", "H", "H", "H", "N", "C", "C", "C", "C", "P", "H", "H", "H", "H", "H", "H", "H", "H", "H", "H", "H", "H"],
  "coordinates": [[0.22709, 1.87629, 3.18515], [-0.81869, 0.96479, 2.74325], [-1.87536, 1.73110, 2.08557], [-0.45664, -0.50178, 1.91553], [0.23488, 0.16440, 0.71378], [0.91892, -1.33753, 2.49004], [1.59055, -1.12517, 3.75240], [1.91086, -1.73909, 1.49702], [-1.38041, -1.40108, 3.16615], [-2.39592, -2.26513, 2.55074], [-1.93360, -0.83634, 4.39020], [-0.20730, 2.69878, 3.76087], [0.79963, 2.30127, 2.35313], [0.91669, 1.38822, 3.87063], [-2.75029, 1.09159, 1.90966], [-1.54893, 2.12570, 1.11688], [-2.21298, 2.56158, 2.70920], [2.29741, -0.28741, 3.70008], [2.16113, -2.01453, 4.03795], [0.90336, -0.94425, 4.57792], [2.57625, -0.90721, 1.23966], [1.43286, -2.09249, 0.58280], [2.52477, -2.56664, 1.86432], [-3.23154, -1.66883, 2.16498], [-2.78517, -2.99553, 3.26380], [-1.96570, -2.82369, 1.71343], [-2.80350, -0.19694, 4.20426], [-1.19961, -0.26415, 4.95290], [-2.25340, -1.64922, 5.05186], [0.65894, 2.96600, -1.31188], [-0.15803, 3.44809, -2.41710], [-1.50296, 2.89274, -2.29353], [-0.16945, 5.10544, -2.88555], [-0.69354, 5.64837, -1.54482], [1.34784, 5.89661, -2.82526], [2.64594, 5.26714, -2.73827], [1.39022, 7.17190, -2.11288], [0.27248, 4.60879, -4.55558], [-0.66937, 5.17737, -5.53372], [0.63173, 3.26252, -4.98136], [0.58859, 1.87766, -1.23205], [0.36814, 3.40160, -0.34908], [1.71542, 3.16489, -1.48035], [-2.07855, 3.09291, -3.20700], [-2.04860, 3.33272, -1.45100], [-1.47603, 1.80782, -2.16922], [2.90134, 5.00482, -1.70377], [3.42549, 5.94300, -3.10426], [2.72882, 4.37030, -3.35074], [1.46612, 7.02659, -1.02927], [0.49612, 7.76103, -2.31749], [2.24249, 7.77426, -2.44040], [-1.63836, 4.66547, -5.48982], [-0.28090, 5.10377, -6.55196], [-0.83746, 6.23824, -5.32387], [-0.22792, 2.58366, -5.00414], [1.40307, 2.82028, -4.35504], [1.05130, 3.30235, -5.99306], [2.00657, -7.23477, 0.96935], [1.22444, -6.01732, 1.26113], [0.24043, -5.56554, 0.10322], [-1.30331, -5.77660, 0.44318], [-1.66212, -7.29735, 0.71903], [-1.04631, -8.54011, -0.54373], [1.52081, -8.06883, 1.29145], [2.18894, -7.35456, -0.02326], [0.60871, -6.18294, 2.17839], [1.95941, -5.19910, 1.48378], [0.42573, -6.05791, -0.87911], [0.35683, -4.45176, -0.01516], [-1.97088, -5.37958, -0.36485], [-1.56903, -5.20897, 1.38131], [-2.76471, -7.35512, 0.89024], [-1.16765, -7.57095, 1.69293], [-1.64309, -8.32593, -1.81760], [0.36700, -8.41574, -0.58195]],
  "forces_ev_per_a": [[0.4, -0.2, -0.2], [-0.4, 0.8, 0.9], [-0.2, -0.5, -0.1], [4.6, 3.2, 3.9], [-2.6, -2.1, -1.4], [0.8, -0.8, -0.9], [-0.4, -0.3, 0.6], [0.0, 0.3, -0.4], [-1.9, -0.9, -1.7], [0.2, -0.4, 0.0], [-0.2, 0.7, 0.0], [-0.2, -0.1, -0.2], [0.0, 0.1, 0.0], [0.1, -0.1, -0.1], [0.0, 0.0, -0.1], [0.0, 0.1, 0.0], [0.1, -0.1, 0.1], [0.0, 0.0, -0.1], [0.0, 0.0, -0.1], [-0.2, 0.1, -0.1], [0.1, 0.0, -0.1], [0.0, 0.2, 0.0], [-0.1, 0.1, 0.3], [-0.1, -0.2, 0.1], [0.0, 0.1, 0.0], [0.1, 0.1, 0.0], [0.0, 0.0, 0.1], [0.0, 0.1, -0.3], [0.0, -0.2, -0.3], [0.3, 0.3, 0.2], [0.2, -1.2, -0.1], [-0.1, 0.3, -0.5], [5.1, -2.6, 3.6], [-2.3, 1.2, -2.6], [0.0, 1.3, 0.3], [0.2, -0.3, -0.7], [-0.3, 0.0, 0.3], [-2.3, 1.0, -1.1], [0.2, 0.3, -0.1], [-0.3, -0.6, 0.4], [-0.3, 0.1, 0.0], [0.0, 0.0, 0.1], [0.0, 0.2, 0.0], [0.0, 0.1, 0.0], [0.0, 0.0, 0.0], [0.2, 0.0, 0.0], [0.0, 0.0, 0.0], [-0.1, 0.1, 0.0], [-0.2, -0.1, 0.0], [0.0, 0.1, 0.1], [0.0, -0.1, 0.1], [0.1, -0.3, -0.1], [0.0, 0.0, -0.2], [0.0, -0.1, 0.1], [0.0, 0.0, 0.1], [0.1, -0.1, 0.0], [-0.2, 0.1, 0.2], [-0.2, 0.4, 0.0], [-0.3, -0.1, 0.4], [-0.3, 0.2, -0.6], [-1.1, 1.0, 0.6], [0.3, -0.5, 0.4], [0.6, 1.5, 0.0], [-1.0, -1.7, 1.3], [0.2, 0.2, -0.1], [0.0, 0.2, 0.2], [0.6, 0.1, -0.5], [-0.8, -0.6, -0.2], [0.2, 0.4, 0.8], [0.0, -1.0, -0.2], [0.7, -0.3, 0.5], [0.3, -0.4, -0.8], [0.9, -0.4, -0.3], [-0.5, -0.1, -1.0], [0.7, 0.8, 0.3], [-0.6, 0.7, -0.6]],
  "mulliken_charge": [-0.983, 0.215, -1.226, 0.782, -0.807, 0.447, -1.062, -1.108, 0.023, -0.924, -0.972, 0.440, 0.195, 0.278, 0.312, 0.247, 0.414, 0.374, 0.361, 0.216, 0.274, 0.330, 0.306, 0.336, 0.424, 0.119, 0.324, 0.296, 0.394, -1.110, 0.264, -1.184, 0.731, -0.870, 0.223, -1.022, -0.963, 0.063, -1.035, -0.950, 0.408, 0.266, 0.289, 0.346, 0.310, 0.333, 0.366, 0.377, 0.224, 0.292, 0.297, 0.343, 0.335, 0.359, 0.327, 0.314, 0.257, 0.391, -0.677, -0.456, -0.247, -0.526, -0.819, -0.016, 0.311, 0.270, 0.384, 0.029, 0.495, 0.009, 0.421, 0.137, 0.443, 0.241, 0.039, -0.040]
}


Record 2
{
  "formula": "C16H49N14NaO10",
  "method": "wB97M-V/def2-TZVPD",
  "e_homo_ev": -8.43,
  "mol_weight_da": 620.65,
  "homo_lumo_gap_ev": 5.64,
  "lumo_energy_ev": -2.79,
  "species": ["Na", "C", "C", "O", "O", "H", "H", "H", "C", "C", "C", "O", "C", "N", "H", "H", "H", "H", "H", "H", "H", "H", "H", "H", "H", "C", "C", "C", "O", "C", "N", "H", "H", "H", "H", "H", "H", "H", "H", "H", "H", "H", "C", "O", "N", "N", "H", "H", "H", "H", "C", "O", "N", "N", "H", "H", "H", "H", "C", "O", "N", "N", "H", "H", "H", "H", "C", "O", "N", "N", "H", "H", "H", "H", "C", "O", "N", "N", "H", "H", "H", "H", "C", "O", "N", "N", "H", "H", "H", "H"],
  "coordinates": [[-0.64671, -0.82966, -4.92313], [0.00785, -0.35500, 0.05836], [0.32433, -0.76944, -1.38018], [1.13623, -1.68256, -1.53201], [-0.11541, 0.00557, -2.26274], [0.31360, -1.07158, 0.82068], [-1.06386, -0.16455, 0.11544], [0.58143, 0.53099, 0.33063], [0.18273, 4.76925, 4.52819], [0.02713, 5.59162, 3.12851], [-0.80087, 4.83831, 2.00977], [-0.39816, 3.46884, 1.98407], [0.89475, 3.32561, 1.42802], [-0.46247, 6.94180, 3.50892], [0.42967, 3.70949, 4.46469], [-0.72996, 4.93199, 5.10143], [0.94337, 5.24398, 5.14800], [1.07450, 5.68247, 2.84061], [-0.72300, 5.35668, 1.05409], [-1.81046, 4.74480, 2.40988], [0.77056, 3.60773, 0.38251], [1.24673, 2.31863, 1.20395], [1.69860, 3.85791, 1.93653], [-1.22291, 6.77859, 4.15327], [0.23080, 7.46792, 4.02144], [-1.92402, -3.26264, 0.86795], [-2.79053, -2.69072, 1.99443], [-1.94056, -2.13837, 3.15379], [-1.07696, -3.01904, 3.71936], [-1.01637, -3.15833, 5.17541], [-3.64307, -1.60747, 1.48307], [-1.45649, -2.56621, 0.17189], [-2.67537, -3.71885, 0.22339], [-1.12399, -3.86863, 1.29319], [-3.46939, -3.47715, 2.32424], [-2.63513, -1.67530, 3.85468], [-1.47421, -1.31593, 2.61138], [-1.68967, -3.89689, 5.61050], [-1.16557, -2.18723, 5.64743], [-0.09791, -3.70205, 5.39651], [-3.14072, -1.17823, 0.71920], [-4.44614, -1.96695, 0.98713], [-3.60904, 1.86661, 2.36820], [-3.91096, 3.04448, 2.52603], [-2.38071, 1.46157, 2.23513], [-4.50322, 0.95261, 2.40369], [-2.21385, 0.59261, 1.74813], [-1.70040, 2.20613, 2.28914], [-5.41450, 1.38173, 2.32939], [-4.26655, 0.00576, 2.14376], [4.81048, -0.41207, -0.27719], [5.57472, -0.20998, 0.64640], [5.20022, -0.68446, -1.52515], [3.51521, -0.34899, -0.27306], [6.20939, -0.68285, -1.48402], [4.60452, -0.97440, -2.28750], [2.90521, -0.41325, -1.07548], [3.21923, -0.28812, 0.69067], [-3.55872, 0.09646, -1.71219], [-4.65673, 0.22883, -1.22471], [-2.79625, 1.07237, -2.00671], [-2.97323, -1.04876, -1.83459], [-1.80695, 0.90649, -2.12441], [-3.24205, 1.90604, -2.36219], [-2.02186, -1.09321, -2.17077], [-3.49108, -1.86289, -1.53606], [0.33236, -5.34081, -2.31133], [0.01779, -6.32820, -2.92653], [-0.23151, -4.16075, -2.51367], [1.40296, -5.20495, -1.65675], [-0.96714, -4.05842, -3.19813], [0.17052, -3.29567, -2.18184], [1.56850, -4.28314, -1.27865], [1.88415, -6.07671, -1.48766], [2.97314, 2.31503, -2.92526], [2.46171, 3.33889, -2.52775], [4.13551, 2.13825, -3.55887], [2.34426, 1.12501, -2.84399], [4.37152, 1.20363, -3.86032], [4.75760, 2.83859, -3.93654], [2.71461, 0.33299, -3.34960], [1.40662, 1.03810, -2.47877], [2.99018, -1.75751, -4.77777], [3.72728, -1.00178, -4.16920], [1.94594, -2.23903, -4.28226], [2.97694, -1.95569, -6.07607], [1.37233, -2.92262, -4.75531], [1.80120, -1.94278, -3.32759], [3.80308, -1.56840, -6.50919], [2.42490, -2.76609, -6.31814]],
  "forces_ev_per_a": [[0.4, 0.4, 0.8], [-0.1, -0.3, 0.2], [0.7, 1.3, 2.5], [0.4, -1.5, -1.1], [-1.3, -0.4, -1.9], [-0.2, -0.4, -0.3], [0.1, 0.3, 0.2], [-0.3, 0.3, -0.4], [-0.5, 0.7, -1.2], [1.0, -0.7, 2.0], [0.3, 0.2, 2.7], [0.9, 0.0, 0.0], [-0.1, -0.1, -1.7], [-0.4, -0.8, -1.1], [-0.2, 0.0, -0.2], [-0.3, -0.5, -0.1], [0.3, 0.2, -0.3], [-0.1, 0.3, -0.6], [-0.1, -0.2, -0.1], [-0.3, 0.4, -0.6], [0.6, 1.0, -0.2], [-0.5, -0.6, 1.2], [-0.2, 0.1, 0.0], [-0.3, 0.3, 0.0], [0.2, -0.2, -0.1], [-0.6, 0.0, 0.1], [0.2, -0.2, -0.1], [-2.1, 1.3, -1.0], [1.2, -1.6, 1.5], [-0.1, -0.4, -1.2], [0.4, -0.1, -0.2], [0.1, 0.7, 0.5], [0.5, -1.1, -0.1], [-0.3, -0.6, -0.4], [0.1, -0.2, 0.3], [0.0, 0.0, 0.3], [0.9, 0.4, 0.5], [-1.1, 0.2, -0.5], [0.4, -0.1, 0.1], [0.6, 1.0, -0.1], [0.2, 0.5, -0.1], [-0.4, -0.3, 0.2], [-0.3, 3.1, 0.6], [0.1, 1.4, 0.2], [3.3, -1.0, -0.4], [-3.6, -2.3, 0.0], [0.3, 0.4, 0.3], [0.5, -0.3, -0.5], [-0.2, -0.8, 0.0], [-0.5, -0.2, 0.1], [1.0, 0.1, -1.5], [0.2, -0.1, 0.7], [2.9, -0.2, -0.8], [-3.4, 0.4, 3.0], [0.0, -0.4, -1.3], [0.5, 0.0, 0.1], [0.2, 0.0, 0.5], [-1.1, 0.1, -0.4], [-2.9, 0.1, 2.1], [-2.1, -0.2, 0.1], [2.8, 4.9, -2.2], [1.6, -5.0, -0.6], [0.2, 0.4, -0.2], [0.4, 0.1, 0.6], [-0.2, -0.3, 0.3], [0.4, 0.0, -0.1], [-1.8, -0.4, -3.7], [-1.2, -2.0, -0.4], [-2.9, 3.5, -1.1], [4.4, -0.3, 3.5], [0.1, -0.5, 0.4], [0.0, 0.0, 0.3], [0.9, -0.6, 0.6], [0.5, 0.6, 0.5], [-1.2, 0.1, -0.2], [0.3, 0.9, 0.2], [2.5, 0.0, -1.4], [-1.1, -1.5, 0.3], [0.0, 0.2, 0.2], [-0.6, 0.3, 0.6], [-0.1, 0.1, 0.2], [0.2, 0.4, -0.1], [2.3, 2.8, -1.5], [1.5, 0.4, 0.3], [-5.6, -2.3, 4.1], [1.6, 0.1, -2.6], [0.2, -0.1, 0.7], [-0.8, -0.7, 0.9], [-0.2, -0.8, -0.9], [0.9, 0.2, -1.2]],
  "mulliken_charge": [0.906, 1.796, 1.094, -0.837, -1.217, 0.514, -0.861, -1.067, -1.261, 0.185, -0.552, -0.435, -0.738, -0.704, 0.273, 0.345, 0.406, 0.295, 0.339, 0.194, 0.422, -0.078, 0.253, 0.325, 0.279, -1.106, 0.333, -0.440, -0.368, -0.715, -0.306, 0.024, 0.396, 0.445, 0.524, 0.449, -0.069, 0.283, 0.331, 0.254, -0.490, 0.348, 0.434, -0.767, 0.106, -0.353, -0.194, 0.358, 0.243, 0.436, 0.429, -0.738, -0.291, -0.087, 0.209, 0.238, 0.052, 0.127, 0.401, -0.696, -0.144, -0.144, 0.182, 0.217, 0.079, 0.227, 0.476, -0.715, -0.156, -0.256, 0.158, 0.027, 0.219, 0.213, 0.524, -0.699, -0.295, 0.184, 0.132, 0.217, -0.020, -0.007, 0.432, -0.702, -0.166, -0.458, 0.309, 0.013, 0.279, 0.196]
}